Molecular formula: C27H42Cl2NPRu
Method: DFT, wB97M-V/def2-TZVPD

```
74
Properties=species:S:1:pos:R:3:lowdin_spin:R:1
P 0.12189 -1.02954 -0.67727 0.01
C 1.69260 -0.37977 -1.51569 0.00
C 1.96334 -0.74499 -2.98143 0.00
C 3.37864 -0.30735 -3.38455 0.00
C 3.64890 1.17587 -3.10123 0.00
C 3.27812 1.58189 -1.67043 0.00
C 1.86201 1.12910 -1.28476 0.00
C -1.30703 -0.13467 -1.52268 0.00
C -1.22977 0.04666 -3.03755 0.00
C -2.55120 0.62166 -3.56812 0.00
C -2.94277 1.92648 -2.86302 0.00
C -2.89737 1.82073 -1.33314 0.00
C -1.58984 1.20210 -0.81576 0.00
C -0.02587 -2.70754 -1.47904 0.00
C 1.17611 -3.57480 -1.06485 0.00
C 1.08107 -4.99793 -1.62917 0.00
C -0.25450 -5.67519 -1.30236 0.00
C -1.45674 -4.80394 -1.68043 0.00
C -1.36235 -3.37808 -1.11792 0.00
H 2.46056 -0.89526 -0.90592 0.00
H 1.23299 -0.25187 -3.63620 0.00
H 1.85793 -1.82483 -3.15318 0.00
H 3.53593 -0.52121 -4.44876 0.00
H 4.10331 -0.91523 -2.82494 0.00
H 4.70768 1.39387 -3.28131 0.00
H 3.07553 1.78945 -3.80940 0.00
H 3.99063 1.12717 -0.96890 0.00
H 3.35661 2.66850 -1.55343 0.00
H 1.66795 1.37958 -0.23147 0.00
H 1.12868 1.68243 -1.89272 0.00
H -2.16135 -0.80386 -1.31604 0.00
H -3.34555 -0.12319 -3.42013 0.00
H -1.01232 -0.90462 -3.54623 0.00
H -0.41575 0.74404 -3.28581 0.00
H -2.46592 0.78993 -4.64868 0.00
H -3.94933 2.22394 -3.17899 0.00
H -2.26182 2.72506 -3.18753 0.00
H -3.03253 2.81186 -0.88543 0.00
H -3.73511 1.19669 -0.99269 0.00
H -1.65126 1.04790 0.27237 0.00
H -0.75740 1.89887 -0.99543 0.00
H -0.00400 -2.55322 -2.57357 0.00
H 2.12336 -3.12199 -1.39246 0.00
H 1.21340 -3.61896 0.03403 0.00
H 1.20673 -4.95788 -2.71991 0.00
H 1.91082 -5.59411 -1.23361 0.00
H -0.29311 -5.89183 -0.22671 0.00
H -0.31752 -6.63676 -1.82275 0.00
H -2.38314 -5.26789 -1.32450 0.00
H -1.52714 -4.74577 -2.77515 0.00
H -2.20809 -2.79212 -1.50380 0.00
H -1.46612 -3.40148 -0.02243 0.00
Ru 0.02718 0.09591 3.80399 3.09
Cl -1.95485 -0.86391 3.33005 0.27
Cl 2.28268 0.06297 3.68139 0.27
C -0.45804 1.65343 4.63830 0.54
H -0.84027 1.66716 5.67907 0.06
C -0.53527 2.99689 4.04045 0.12
C -1.23394 4.06152 4.67335 0.09
C -1.29977 5.29264 4.04426 0.00
C -0.69025 5.49038 2.79202 0.11
C 0.01193 4.44669 2.17884 0.00
C 0.09697 3.20332 2.80475 0.11
H -1.70017 3.87388 5.64234 0.00
H -1.83357 6.11542 4.52160 0.00
H 0.49358 4.59764 1.21182 0.00
H 0.66147 2.37002 2.37578 0.02
H -0.75753 6.46600 2.30964 0.01
C 0.07451 -0.21505 8.09367 0.04
C 0.13057 -0.50617 6.69404 0.16
N 0.17642 -0.82441 5.56543 0.09
H 0.94050 -0.65429 8.60833 0.01
H -0.84170 -0.63228 8.53592 0.00
H 0.07965 0.87436 8.25602 0.01
```

Properties
LUMO level (alpha / beta) in eV: 2.64 / 2.64
2S+1: 6
Charge: -1
<S²>: 8.79

=====

Molecular formula: C14H17N2O8
Method: DFT, wB97M-V/def2-TZVPD

```
41
Properties=species:S:1:pos:R:3:mulliken_charge:R:1
C -1.59554 0.72204 -3.59357 -0.55
C -0.68992 1.87853 -3.35371 0.08
O -1.08758 3.23019 -2.92284 -0.27
C -0.16459 3.51204 -1.77344 0.26
O 0.47752 4.70219 -1.63025 -0.46
C 0.07967 2.26114 -0.70188 0.45
C -1.10630 2.05378 0.43188 -0.40
C -0.88499 0.80612 1.49888 -0.10
N 0.32590 -0.09453 1.39073 -0.03
C 1.44539 0.04406 0.36908 0.01
N 2.65629 -0.90145 0.27985 -0.58
C 1.40296 1.25797 -0.74705 -0.16
H -2.65548 0.56058 -3.12134 0.26
H -1.17743 -0.14798 -4.28051 0.23
H 0.47885 1.68249 -3.47179 0.25
H -2.04138 2.76890 0.49522 0.44
H -1.68727 0.61290 2.36034 0.21
H 0.41373 -0.88443 2.07796 0.32
H 3.55399 -0.34543 0.31583 0.37
H 2.60858 -1.25154 -0.72339 0.35
H 2.21304 1.43340 -1.58536 0.33
C -3.91363 1.38013 5.58654 -0.28
C -5.10334 0.54723 5.23462 -0.32
O -5.49674 1.05757 3.97489 -0.30
C -4.39364 1.64047 3.42075 0.66
O -4.32764 2.03230 2.26758 -0.52
O -3.37441 1.72663 4.32475 -0.32
H -3.18129 0.82915 6.18299 0.29
H -4.18772 2.29758 6.11780 0.26
H -4.85342 -0.51327 5.12427 0.25
H -5.91207 0.64780 5.96366 0.30
C 4.25257 -4.35961 -2.40382 -0.31
C 4.80470 -3.81837 -3.68257 -0.32
O 3.99203 -2.68796 -3.93528 -0.31
C 3.48169 -2.28937 -2.73348 0.74
O 2.87524 -1.24634 -2.55460 -0.64
O 3.73935 -3.20937 -1.75845 -0.30
H 5.01924 -4.83933 -1.78922 0.29
H 3.43358 -5.06762 -2.56834 0.26
H 5.84505 -3.49106 -3.58343 0.27
H 4.73504 -4.53753 -4.50331 0.30
```

Properties
LUMO level in eV: -4.74
Charge: +1

=====

Molecular formula: C9H19NOSi
Method: DFT, wB97M-V/def2-TZVPD

```
31
Properties=species:S:1:pos:R:3:mulliken_charge:R:1
C -2.66073 0.90650 -0.21445 0.52
C -3.38248 -0.25999 0.46694 -0.23
C -2.16382 0.02323 -1.04207 -0.74
C 3.11956 -0.03132 0.09143 -1.97
C 1.56986 -0.52145 -1.78382 -1.41
C 1.57665 1.61712 -0.41594 -2.12
C 0.02158 -2.45212 0.37934 -1.32
C 0.07039 0.15819 2.37827 -0.92
C 1.66649 0.15436 -0.41494 2.05
N -2.76366 2.26199 0.11630 -0.57
O -2.79476 -1.13326 -0.49154 -0.41
Si 0.49900 -0.67267 0.82473 0.27
H -3.02662 -0.54017 1.43367 0.24
H -4.51780 -0.47955 0.33972 0.21
H -1.71057 -0.04463 -1.99908 0.47
H 3.24595 0.52909 0.99690 0.47
H 3.42708 -1.11226 0.30805 0.36
H 3.87366 0.38846 -0.55815 0.48
H 0.91689 -1.46494 -1.60792 0.13
H 2.40033 -0.90678 -2.29096 0.42
H 0.98721 -0.04885 -2.53078 0.39
H 0.56726 2.05133 -0.68699 0.17
H 1.64315 2.10396 0.52966 0.46
H 2.21346 2.13030 -0.97386 0.68
H -0.25571 -2.72323 -0.68648 0.35
H 0.94558 -2.98731 0.42166 0.50
H -0.68058 -2.91820 0.98463 0.39
H -2.87685 2.42922 1.12569 0.27
H -0.32949 -0.41128 3.20134 0.35
H 0.34185 1.20480 2.42566 0.21
H -1.92285 2.74947 -0.32701 0.28
```

Properties
LUMO level in eV: 0.68
Relative energy (zero: lowest compared OMol25 entry of this formula, charge and spin) in kcal/mol: 151.8

=====

no.,F_max (hartree/bohr),total energy (hartree)
1,0.130,-2465.344834
2,0.194,-1254.492595
3,0.111,-773.618021